No. 1
Formula: C43H74Cl3N4O15P3S
Source: the OMol25 dataset
Level of theory: wB97M-V/def2-TZVPD

Properties
- energy relative to the best compared isomer or geometry (same formula, charge and spin) (kcal/mol) = 0.0
- max |F| (eV/Å) = 9.1

The geometry in XYZ format:
```
143
C43H74Cl3N4O15P3S wB97M-V/def2-TZVPD
C -1.348 -3.664 2.181
C -1.143 -2.680 3.328
Cl -1.443 -3.246 4.973
C -0.748 -1.418 3.144
Cl -0.534 -0.363 4.544
C -0.425 -0.808 1.801
N 0.853 -0.703 1.500
C 1.094 -0.111 0.297
C 2.453 0.082 -0.101
C 2.791 0.654 -1.302
C 4.287 0.812 -1.608
C 4.861 1.978 -0.686
C 5.561 1.431 0.597
O 3.834 2.872 -0.267
C 1.715 1.064 -2.195
C 2.036 1.669 -3.570
C 2.911 2.954 -3.521
C 3.821 3.187 -4.769
C 4.643 1.950 -5.240
C 6.194 2.216 -5.295
C 6.985 1.342 -4.290
C 7.123 -0.130 -4.761
S 8.026 -1.199 -3.569
C 9.352 -0.215 -2.892
N 9.100 0.731 -2.039
N 10.328 1.279 -1.752
C 11.222 0.645 -2.420
O 10.665 -0.351 -3.169
C 0.412 0.898 -1.806
C 0.043 0.304 -0.548
N -1.289 0.206 -0.267
C -1.466 -0.335 0.921
C -2.926 -0.465 1.396
C -3.647 -1.654 0.765
O -3.277 -2.308 -0.154
Cl -5.221 -2.105 1.570
H -2.405 -3.590 1.874
H -0.650 -3.488 1.355
H -1.250 -4.680 2.599
H 3.235 -0.259 0.581
H 4.837 -0.114 -1.380
H 4.447 1.106 -2.650
H 5.627 2.532 -1.255
H 5.329 2.137 1.418
H 5.182 0.452 0.925
H 6.662 1.435 0.525
H 3.449 2.559 0.558
H 1.080 1.961 -4.044
H 2.443 0.867 -4.212
H 3.536 3.048 -2.625
H 2.207 3.807 -3.488
H 3.254 3.638 -5.602
H 4.561 3.956 -4.473
H 4.352 1.718 -6.283
H 4.474 1.030 -4.660
H 6.425 3.283 -5.146
H 6.557 1.954 -6.309
H 8.015 1.733 -4.212
H 6.525 1.362 -3.289
H 6.102 -0.546 -4.818
H 7.596 -0.211 -5.750
H 12.272 0.916 -2.361
H -0.395 1.217 -2.476
H -3.462 0.438 1.043
H -3.022 -0.452 2.491
C -7.293 4.639 4.364
C -5.980 3.983 4.753
O -6.179 2.754 5.445
P -6.898 1.510 4.650
O -5.874 1.218 3.592
O -6.523 0.249 5.644
C -6.239 -1.035 5.080
C -4.765 -1.341 5.227
O -8.346 1.717 5.416
C -8.578 1.498 6.811
C -8.182 2.669 7.686
H -7.832 4.033 3.629
H -7.116 5.624 3.929
H -7.945 4.749 5.230
H -5.356 3.816 3.871
H -5.428 4.639 5.426
H -6.544 -1.083 4.034
H -6.830 -1.774 5.627
H -4.149 -0.554 4.788
H -4.514 -2.288 4.745
H -4.494 -1.405 6.283
H -8.131 0.573 7.167
H -9.658 1.356 6.900
H -7.102 2.725 7.814
H -8.623 2.555 8.679
H -8.519 3.613 7.258
C 3.900 4.522 -12.134
C 3.307 3.154 -11.855
O 4.284 2.121 -11.929
P 5.526 2.125 -10.841
O 4.707 1.772 -9.620
O 6.079 0.576 -11.045
C 6.566 -0.157 -9.917
C 5.593 -1.261 -9.562
O 6.591 2.623 -12.013
C 6.988 1.855 -13.156
C 6.010 1.930 -14.311
H 4.612 4.808 -11.352
H 3.116 5.280 -12.174
H 4.441 4.527 -13.080
H 2.820 3.135 -10.876
H 2.547 2.924 -12.603
H 6.737 0.502 -9.064
H 7.531 -0.588 -10.197
H 4.591 -0.866 -9.391
H 5.916 -1.791 -8.663
H 5.519 -1.979 -10.380
H 7.220 0.824 -12.905
H 7.933 2.298 -13.481
H 5.131 1.314 -14.130
H 6.486 1.561 -15.222
H 5.675 2.953 -14.478
C -5.952 -1.499 9.919
C -7.068 -2.237 9.204
O -6.818 -3.638 9.119
P -6.742 -4.516 10.506
O -8.152 -4.389 11.003
O -6.878 -6.049 9.910
C -7.602 -7.035 10.651
C -8.901 -7.358 9.943
O -5.096 -4.621 10.476
C -4.335 -5.334 9.494
C -4.112 -4.546 8.223
H -5.896 -1.797 10.971
H -6.118 -0.421 9.878
H -4.985 -1.723 9.468
H -8.028 -2.061 9.697
H -7.153 -1.869 8.179
H -7.786 -6.703 11.673
H -6.976 -7.930 10.705
H -9.493 -6.459 9.772
H -9.497 -8.062 10.527
H -8.700 -7.800 8.965
H -4.741 -6.319 9.281
H -3.363 -5.513 9.962
H -5.009 -4.527 7.606
H -3.320 -5.007 7.628
H -3.832 -3.515 8.441
```

Atom charges from the Mulliken analysis, given in e for atoms 1 to 99: -1.16, 0.74, -0.16, -0.31, -0.18, -0.12, -0.56, -0.30, -0.33, 0.24, 1.85, 0.11, -1.47, -0.59, 0.50, -0.90, -0.27, -1.23, -0.17, -0.95, -0.29, -0.56, -0.24, 0.31, 0.14, -0.58, 0.02, -0.29, -0.61, 0.16, -0.62, 1.07, -0.40, 0.37, -0.42, -0.18, 0.19, 0.30, 0.45, 0.36, 0.93, -2.63, 0.52, 0.39, 0.30, 0.35, 0.40, 0.48, 0.36, -0.16, 0.58, 0.35, 0.47, 0.59, 0.05, 0.51, 0.06, 0.55, -0.08, 0.28, 0.46, 0.41, 0.39, 0.55, -0.08, -0.93, -0.29, -0.29, 1.15, -0.75, -0.32, -0.58, -0.63, -0.45, 0.28, -1.06, 0.31, 0.41, 0.15, 0.24, 0.32, 0.37, 0.36, 0.08, 0.42, 0.14, -0.13, 0.34, 0.26, 0.44, 0.21, -0.94, -0.30, -0.29, 1.35, -0.75, -0.46, -0.13, -1.24


No. 2
Formula: C43H76Cl2F3N2O10P3
Source: the OMol25 dataset
Level of theory: wB97M-V/def2-TZVPD

Properties
- max |F| (eV/Å) = 6.3

The geometry in XYZ format:
```
139
C43H76Cl2F3N2O10P3 wB97M-V/def2-TZVPD
C 6.799 -1.578 3.717
C 6.865 -2.259 2.332
C 6.278 -1.336 1.239
C 7.305 -0.933 0.151
C 7.192 0.544 -0.269
C 5.778 0.945 -0.722
C 5.412 2.344 -0.179
C 4.040 2.795 -0.755
C 3.004 3.159 0.324
C 1.566 2.932 -0.175
C 0.592 2.471 0.920
C -0.655 1.708 0.426
C -1.384 2.524 -0.629
C -2.796 1.991 -1.028
C -3.539 1.244 0.057
C -3.983 1.864 1.206
C -3.702 3.350 1.331
O -2.442 3.604 1.935
C -2.393 4.904 2.490
C -4.712 1.155 2.234
P -5.205 2.205 3.687
O -3.777 2.841 4.146
Cl -5.631 1.021 5.336
C -4.997 -0.180 2.023
C -5.811 -1.013 2.983
C -7.267 -0.474 3.015
C -8.058 -1.041 4.144
F -7.965 -2.354 4.432
C -8.874 -0.293 4.875
F -9.230 -0.559 6.118
F -9.437 0.809 4.406
C -4.533 -0.822 0.844
N -4.829 -2.155 0.709
C -4.426 -2.701 -0.397
C -3.725 -1.984 -1.399
C -3.358 -2.759 -2.650
Cl -3.860 -1.859 -4.113
C -1.883 -3.153 -2.693
C -1.713 -4.416 -3.554
N -3.388 -0.732 -1.302
C -3.811 -0.141 -0.143
H 5.847 -1.850 4.178
H 6.797 -0.494 3.619
H 7.593 -1.927 4.376
H 7.890 -2.544 2.096
H 6.257 -3.165 2.348
H 5.835 -0.432 1.663
H 5.468 -1.857 0.723
H 7.202 -1.559 -0.738
H 8.299 -1.065 0.585
H 7.890 0.702 -1.093
H 7.482 1.158 0.587
H 5.009 0.265 -0.350
H 5.700 1.013 -1.809
H 5.313 2.257 0.905
H 6.202 3.035 -0.475
H 4.239 3.633 -1.427
H 3.672 1.984 -1.389
H 3.135 4.227 0.508
H 3.222 2.580 1.222
H 1.177 3.880 -0.561
H 1.521 2.240 -1.023
H 1.103 1.909 1.707
H 0.209 3.378 1.403
H -0.294 0.746 0.046
H -1.260 1.568 1.320
H -0.797 2.582 -1.550
H -1.495 3.555 -0.290
H -2.698 1.417 -1.944
H -3.407 2.859 -1.290
H -3.758 3.851 0.361
H -4.464 3.826 1.963
H -2.909 5.626 1.850
H -2.869 4.933 3.475
H -1.345 5.166 2.631
H -3.175 2.128 4.407
H -5.912 -2.036 2.637
H -5.381 -1.079 3.979
H -7.716 -0.836 2.079
H -7.331 0.610 2.963
H -4.645 -3.753 -0.545
H -3.955 -3.671 -2.656
H -1.297 -2.370 -3.174
H -1.515 -3.407 -1.698
H -2.120 -5.304 -3.070
H -0.662 -4.589 -3.788
H -2.221 -4.291 -4.513
C -0.119 0.686 -5.608
C 1.040 0.998 -6.536
O 1.324 2.403 -6.551
P 2.021 3.014 -5.221
O 3.380 2.427 -5.171
O 2.388 4.524 -5.738
C 3.705 5.064 -5.650
C 4.394 4.996 -6.996
O 0.666 3.507 -4.518
C 0.394 4.841 -4.051
C -0.364 5.608 -5.108
H 0.155 0.892 -4.569
H -0.410 -0.363 -5.677
H -0.980 1.309 -5.846
H 1.933 0.440 -6.240
H 0.800 0.715 -7.560
H 4.289 4.560 -4.882
H 3.597 6.107 -5.342
H 4.419 3.973 -7.369
H 5.416 5.373 -6.930
H 3.849 5.594 -7.729
H 1.303 5.352 -3.740
H -0.230 4.735 -3.161
H 0.197 5.664 -6.038
H -0.575 6.620 -4.761
H -1.308 5.109 -5.333
C -1.922 -2.361 4.335
C -1.360 -2.486 2.931
O -0.417 -3.557 2.822
P -0.955 -5.076 2.807
O -1.779 -5.267 1.597
O 0.428 -5.849 2.430
C 0.519 -6.756 1.332
C 1.177 -6.084 0.146
O -0.856 -5.375 4.367
C -0.135 -6.468 4.968
C 1.240 -6.006 5.387
H -2.535 -3.228 4.592
H -2.544 -1.468 4.419
H -1.116 -2.307 5.067
H -2.165 -2.627 2.202
H -0.826 -1.573 2.667
H -0.459 -7.156 1.068
H 1.131 -7.596 1.669
H 0.636 -5.181 -0.139
H 1.216 -6.758 -0.711
H 2.195 -5.782 0.400
H -0.099 -7.334 4.310
H -0.704 -6.764 5.850
H 1.808 -5.628 4.539
H 1.792 -6.829 5.842
H 1.161 -5.192 6.108
```

Atom charges from the Mulliken analysis, given in e for atoms 1 to 99: -1.15, -0.46, -0.47, -0.67, -1.08, -0.47, -0.85, -0.46, -0.78, -0.29, -0.98, -0.29, -0.17, -2.34, 1.02, 0.08, -2.18, 0.08, -0.98, 0.91, 0.10, -0.33, -0.22, 0.23, -1.50, -0.63, 0.18, -0.31, 0.38, -0.25, -0.23, 0.61, -0.31, -1.03, 0.54, -0.10, -0.19, -0.14, -1.45, -0.17, -0.55, 0.27, 0.34, 0.32, 0.41, 0.29, 0.24, 0.29, 0.26, 0.43, 0.38, 0.41, 0.33, 0.40, 0.33, 0.36, 0.20, 0.41, 0.23, 0.52, 0.21, 0.24, 0.47, -0.10, 0.49, 0.22, 0.71, 0.23, 0.58, 0.39, 0.61, 1.09, 0.41, 0.22, 0.24, 0.32, 0.35, 0.60, 0.41, 0.36, 0.38, 0.48, 0.20, 0.23, 0.36, 0.39, 0.36, -0.75, -0.52, -0.41, 1.20, -0.83, -0.42, -0.19, -1.23, -0.07, 0.03, -1.37, 0.10


The records above yield gap between HOMO and LUMO values of 0.2742 0.3005 hartree, respectively.
The records above yield E_LUMO values of -1.56 -0.62 eV, respectively.